Entry 1:
Formula: C4H13N2
Source: the OMol25 dataset
Level of theory: the ωB97M-V functional and the def2-TZVPD basis

Computed properties:
- SMILES: CNC[C@@H](C)[NH3+]
- Energy relative to the best compared isomer or geometry (same formula, charge and spin): 35.33 kcal/mol
- E_HOMO: -13.006 eV
- LUMO: -3.66 eV
- Gap between HOMO and LUMO: 9.34 eV
- Charge: +1

Positions of all 19 atoms, in Å:
1 N 1.767 0.406 1.201
2 C 0.401 -0.076 0.644
3 C 0.320 -1.578 0.921
4 C 0.315 0.330 -0.813
5 N -1.006 -0.083 -1.266
6 C -2.068 0.846 -0.860
7 H 1.954 -0.007 2.116
8 H 2.603 0.155 0.656
9 H 1.864 1.402 1.441
10 H -0.248 0.468 1.329
11 H 1.273 -1.958 0.541
12 H -0.420 -2.006 0.251
13 H 0.087 -1.865 1.939
14 H 0.448 1.412 -0.963
15 H 1.062 -0.176 -1.426
16 H -1.047 -0.026 -2.275
17 H -3.024 0.430 -0.540
18 H -1.751 1.526 -0.062
19 H -2.381 1.526 -1.658

***

Entry 2:
Formula: C3H6IN4O2
Source: the OMol25 dataset
Level of theory: the ωB97M-V functional and the def2-TZVPD basis

Computed properties:
- SMILES: CN1[NH+]=CN(I)[C@@H]1[N+](=O)[O-]
- Energy relative to the best compared isomer or geometry (same formula, charge and spin): 0.00 kcal/mol
- E_HOMO: -13.707 eV
- LUMO: -5.03 eV
- Gap between HOMO and LUMO: 8.68 eV
- Charge: +1

Positions of all 16 atoms, in Å:
1 C -0.811 -1.582 -0.571
2 C -0.249 0.085 0.961
3 C 1.605 0.520 -0.427
4 N -1.498 -0.588 -0.006
5 N 0.874 -0.485 0.280
6 N 0.444 -1.568 -0.502
7 N -0.585 1.669 0.791
8 O -0.925 1.973 -0.330
9 O -0.487 2.286 1.811
10 I -3.431 0.025 -0.214
11 H -1.231 -2.248 -1.216
12 H -0.270 -0.180 2.057
13 H 2.128 1.120 0.340
14 H 2.341 0.034 -0.952
15 H 1.000 1.152 -1.077
16 H 1.096 -2.214 -0.946

***

Entry 3:
Formula: C29H63Cl3NO18PS5
Source: the OMol25 dataset
Level of theory: the ωB97M-V functional and the def2-TZVPD basis

Computed properties:
- SMILES: CCP(CC)[C@@]1(CN)OC(=O)O[C@@]1(C[C@@H](C)Cl)/C(Cl)=C(/C)Cl.CCOS(C)(=O)=O.CCOS(C)(=O)=O.CCOS(C)(=O)=O.CCOS(C)(=O)=O.CCOS(C)(=O)=O
- E_HOMO: -7.161 eV
- LUMO: 0.11 eV
- Gap between HOMO and LUMO: 7.27 eV
- Charge: 0

Positions of all 120 atoms, in Å:
1 C 1.692 -1.016 -2.597
2 C 1.797 -2.004 -3.899
3 P 0.166 -2.802 -4.466
4 C -0.584 -1.985 -6.016
5 C -0.929 -0.389 -5.872
6 C -1.092 -3.061 -3.060
7 C -0.357 -4.166 -2.102
8 N 0.727 -4.916 -2.905
9 O -1.341 -1.950 -2.084
10 C -2.204 -0.980 -2.777
11 O -2.267 0.354 -2.754
12 O -3.036 -1.882 -3.640
13 C -2.700 -3.288 -3.463
14 C -3.607 -3.810 -2.189
15 C -4.875 -2.844 -1.806
16 C -6.151 -2.966 -2.880
17 Cl -5.566 -3.540 -0.189
18 C -2.936 -4.429 -4.584
19 Cl -2.260 -6.150 -4.177
20 C -3.644 -4.338 -5.885
21 C -3.847 -5.631 -6.926
22 Cl -4.363 -2.732 -6.438
23 H 2.812 -0.780 -2.259
24 H 1.205 -1.557 -1.653
25 H 1.176 0.010 -2.822
26 H 2.645 -2.804 -3.646
27 H 2.267 -1.346 -4.778
28 H 0.238 -2.073 -6.877
29 H -1.499 -2.637 -6.413
30 H -2.119 -0.302 -5.853
31 H -0.611 0.116 -6.904
32 H -0.470 0.138 -4.934
33 H -1.087 -5.017 -1.711
34 H 0.172 -3.660 -1.189
35 H 0.435 -5.927 -2.961
36 H 1.627 -4.905 -2.364
37 H -2.977 -3.937 -1.183
38 H -4.068 -4.893 -2.385
39 H -4.600 -1.732 -1.560
40 H -6.966 -2.140 -2.682
41 H -6.659 -4.041 -2.781
42 H -5.794 -2.877 -3.991
43 H -3.030 -5.674 -7.764
44 H -4.881 -5.402 -7.476
45 H -4.015 -6.645 -6.356
46 O 5.167 -2.010 -0.827
47 S 5.673 -2.540 0.421
48 O 4.794 -3.003 1.474
49 O 6.737 -1.481 1.056
50 C 6.306 -0.148 1.298
51 C 5.390 -0.069 2.506
52 C 6.828 -3.839 0.059
53 H 5.822 0.268 0.408
54 H 7.201 0.452 1.489
55 H 4.452 -0.603 2.327
56 H 5.143 0.971 2.741
57 H 5.862 -0.529 3.379
58 H 7.524 -3.495 -0.709
59 H 6.260 -4.697 -0.306
60 H 7.357 -4.107 0.975
61 O 5.889 3.444 1.494
62 S 6.921 4.218 0.838
63 O 8.293 3.761 0.757
64 O 6.909 5.734 1.435
65 C 7.063 5.913 2.837
66 C 8.495 5.670 3.276
67 C 6.376 4.612 -0.805
68 H 6.367 5.270 3.386
69 H 6.791 6.949 3.062
70 H 8.783 4.625 3.128
71 H 8.623 5.905 4.338
72 H 9.187 6.282 2.690
73 H 5.354 4.993 -0.762
74 H 6.410 3.694 -1.396
75 H 7.053 5.353 -1.234
76 O 2.247 4.527 3.422
77 S 2.385 4.557 1.982
78 O 3.388 5.366 1.321
79 O 0.933 4.877 1.315
80 C 0.252 6.062 1.706
81 C 0.889 7.298 1.098
82 C 2.548 2.890 1.393
83 H 0.207 6.138 2.798
84 H -0.778 5.977 1.347
85 H 1.900 7.455 1.486
86 H 0.301 8.192 1.326
87 H 0.973 7.193 0.012
88 H 1.776 2.271 1.853
89 H 3.539 2.531 1.680
90 H 2.455 2.889 0.305
91 O -3.508 -6.588 2.001
92 S -3.915 -5.708 3.074
93 O -2.978 -5.212 4.061
94 O -5.188 -6.368 3.849
95 C -5.050 -7.674 4.392
96 C -4.194 -7.669 5.645
97 C -4.766 -4.315 2.376
98 H -4.648 -8.363 3.641
99 H -6.055 -8.026 4.647
100 H -3.162 -7.387 5.418
101 H -4.174 -8.661 6.108
102 H -4.576 -6.945 6.370
103 H -5.503 -4.671 1.654
104 H -4.023 -3.689 1.876
105 H -5.244 -3.753 3.180
106 O -4.053 5.834 5.258
107 S -3.915 5.864 3.818
108 O -2.912 6.673 3.156
109 O -5.367 6.184 3.150
110 C -6.048 7.369 3.542
111 C -5.411 8.605 2.933
112 C -3.752 4.197 3.228
113 H -6.093 7.445 4.634
114 H -7.078 7.284 3.182
115 H -4.400 8.762 3.322
116 H -5.999 9.500 3.162
117 H -5.327 8.500 1.847
118 H -4.524 3.578 3.689
119 H -2.761 3.838 3.516
120 H -3.845 4.196 2.141

***

Entry 4:
Formula: C11H10Si
Source: the OMol25 dataset
Level of theory: the ωB97M-V functional and the def2-TZVPD basis

Computed properties:
- SMILES: C#C[SiH]=C=C[C@H]1C=CC=CC1=C
- Energy relative to the best compared isomer or geometry (same formula, charge and spin): 99.93 kcal/mol
- E_HOMO (spin up / spin down): -7.733 / -7.732 eV
- LUMO (spin up / spin down): -0.15 / -0.15 eV
- Gap between HOMO and LUMO (spin up / spin down): 7.58 / 7.58 eV
- Charge: 0

Positions of all 22 atoms, in Å:
1 C -0.294 0.957 0.868
2 C -4.435 -1.424 -0.066
3 C -1.593 1.201 0.950
4 C -4.144 -0.238 -0.062
5 C 2.509 1.332 -0.088
6 C 1.289 1.499 -0.622
7 C 3.036 0.148 0.546
8 C 0.267 0.438 -0.418
9 C 2.304 -0.977 0.381
10 C 0.949 -0.928 -0.230
11 C 0.478 -2.056 -0.624
12 Si -3.149 1.230 0.211
13 H 0.476 1.067 1.635
14 H -4.585 -2.553 -0.079
15 H 3.165 2.210 -0.235
16 H 1.282 2.301 -1.360
17 H 3.908 0.324 1.065
18 H -0.547 0.124 -1.082
19 H 2.759 -1.901 0.574
20 H -0.568 -2.142 -0.955
21 H 0.902 -3.082 -0.340
22 H -4.006 2.470 -0.065

***

Entry 5:
Formula: C5H13NO
Source: the OMol25 dataset
Level of theory: the ωB97M-V functional and the def2-TZVPD basis

Computed properties:
- SMILES: CC(C)=C(C)N.O
- Energy relative to the best compared isomer or geometry (same formula, charge and spin): 57.02 kcal/mol
- E_HOMO: -7.118 eV
- LUMO: 0.84 eV
- Gap between HOMO and LUMO: 7.96 eV
- Charge: 0

Positions of all 20 atoms, in Å:
1 C -0.840 -1.305 1.637
2 N -0.389 1.333 0.228
3 C -1.019 0.201 -0.374
4 C -1.564 -0.770 0.416
5 C -2.938 -1.375 0.176
6 C -0.805 -0.052 -1.839
7 H -0.111 -2.080 1.430
8 H -0.262 -0.618 2.256
9 H -1.610 -1.792 2.286
10 H -0.408 1.060 1.209
11 H 0.576 1.578 0.035
12 H -3.171 -1.076 -0.847
13 H -2.750 -2.447 0.260
14 H -3.673 -0.905 0.807
15 H -1.501 -0.826 -2.190
16 H 0.187 -0.476 -2.037
17 H -0.881 0.833 -2.492
18 H 6.133 2.429 -0.737
19 H 6.231 1.804 0.594
20 O 5.870 1.618 -0.281

***

Entry 6:
Formula: C31H47BrN2P2Sr
Source: the OMol25 dataset
Level of theory: the ωB97M-V functional and the def2-TZVPD basis

Computed properties:
- Energy relative to the best compared isomer or geometry (same formula, charge and spin): 0.00 kcal/mol
- E_HOMO (spin up / spin down): -12.734 / -12.778 eV
- LUMO (spin up / spin down): -6.31 / -8.64 eV
- Gap between HOMO and LUMO (spin up / spin down): 6.42 / 4.13 eV
- Charge: +2

Positions of all 84 atoms, in Å:
1 N 3.283 5.008 2.733
2 C 4.243 4.092 2.845
3 C 4.973 3.641 1.735
4 C 4.609 4.137 0.455
5 C 3.697 5.216 0.395
6 C 3.036 5.587 1.561
7 C 4.930 3.361 -0.715
8 Sr 1.053 -0.545 -1.718
9 P -3.288 -2.881 -0.640
10 C 4.185 3.469 -1.856
11 C 3.798 2.377 -2.720
12 C 2.627 2.517 -3.511
13 C 2.033 1.379 -4.099
14 C 2.658 0.213 -3.797
15 C 3.857 -0.011 -3.211
16 C 4.429 1.120 -2.582
17 Br 0.115 -3.114 -1.870
18 H 5.736 2.638 -0.605
19 H 3.860 4.471 -2.163
20 H 5.743 2.886 1.868
21 H 3.432 5.682 -0.553
22 H 4.452 3.682 3.833
23 H 2.284 6.374 1.520
24 H 2.174 3.513 -3.631
25 H 5.326 1.051 -1.952
26 H 1.145 1.495 -4.726
27 H 4.383 -0.967 -3.203
28 P -0.706 1.351 0.284
29 C -2.311 -4.453 -0.353
30 C -2.314 -5.436 -1.510
31 H -2.699 -4.897 0.569
32 H -1.283 -4.138 -0.143
33 H -1.320 -5.874 -1.643
34 H -3.012 -6.260 -1.328
35 H -2.582 -4.972 -2.464
36 C -3.508 -2.401 -2.436
37 C -4.435 -3.214 -3.339
38 H -2.511 -2.296 -2.891
39 H -3.931 -1.381 -2.370
40 H -4.324 -2.842 -4.368
41 H -4.209 -4.285 -3.346
42 H -5.492 -3.087 -3.073
43 C -5.000 -3.579 -0.277
44 C -5.156 -5.093 -0.196
45 H -5.718 -3.164 -0.995
46 H -5.230 -3.134 0.701
47 H -6.174 -5.353 0.116
48 H -4.988 -5.578 -1.163
49 H -4.477 -5.542 0.535
50 C -1.822 1.043 1.731
51 C -2.708 -0.201 1.649
52 H -2.443 1.942 1.875
53 H -1.169 0.961 2.615
54 H -3.547 -0.105 2.351
55 H -3.129 -0.371 0.649
56 H -2.151 -1.103 1.926
57 C -1.936 1.841 -1.000
58 C -1.333 2.226 -2.353
59 H -2.506 2.681 -0.572
60 H -2.628 0.992 -1.114
61 H -2.099 2.727 -2.959
62 H -0.486 2.919 -2.260
63 H -0.997 1.353 -2.936
64 C -0.026 3.015 0.734
65 C 0.436 3.136 2.185
66 H -0.786 3.781 0.509
67 H 0.826 3.192 0.056
68 H 0.902 4.113 2.357
69 H -0.400 3.031 2.889
70 H 1.190 2.376 2.431
71 C 1.477 -1.870 5.223
72 C 1.417 -1.556 3.753
73 C 0.395 -2.079 2.957
74 C 0.376 -1.781 1.594
75 N 1.285 -0.984 0.992
76 C 2.254 -0.448 1.769
77 C 2.359 -0.724 3.136
78 H 0.725 -1.299 5.790
79 H 1.279 -2.936 5.409
80 H 2.463 -1.629 5.639
81 H -0.377 -2.728 3.373
82 H -0.381 -2.205 0.931
83 H 2.972 0.213 1.267
84 H 3.179 -0.286 3.706

***

Entry 7:
Formula: C35H45LaN6O7S
Source: the OMol25 dataset
Level of theory: the ωB97M-V functional and the def2-TZVPD basis

Computed properties:
- Energy relative to the best compared isomer or geometry (same formula, charge and spin): 0.00 kcal/mol
- E_HOMO: 0.407 eV
- LUMO: 4.02 eV
- Gap between HOMO and LUMO: 3.61 eV
- Charge: -2

Positions of all 95 atoms, in Å:
1 La -0.108 1.089 0.677
2 C 1.643 -3.562 -4.319
3 C 0.303 -4.275 -4.189
4 N -0.238 -4.302 -2.834
5 C 0.168 -5.420 -1.975
6 C 1.386 -5.152 -1.094
7 C -0.899 -3.230 -2.303
8 S -1.276 -1.849 -3.225
9 N -1.297 -3.426 -1.037
10 C -1.318 -2.535 -0.088
11 O -0.561 -1.539 -0.025
12 C -2.237 -2.871 1.090
13 C -2.831 -4.124 1.180
14 C -3.661 -4.438 2.249
15 C -3.917 -3.492 3.234
16 C -3.336 -2.237 3.143
17 C -2.493 -1.938 2.079
18 H 1.952 -3.527 -5.369
19 H 2.430 -4.066 -3.752
20 H 1.551 -2.535 -3.962
21 H 0.398 -5.315 -4.509
22 H -0.427 -3.789 -4.833
23 H 0.370 -6.263 -2.636
24 H -0.673 -5.686 -1.341
25 H 2.292 -5.004 -1.685
26 H 1.556 -5.992 -0.414
27 H 1.215 -4.263 -0.485
28 H -2.635 -4.845 0.397
29 H -4.112 -5.422 2.310
30 H -4.567 -3.733 4.068
31 H -3.532 -1.478 3.891
32 H -2.072 -0.951 2.026
33 O 5.183 -1.392 3.569
34 C 4.854 -2.210 2.593
35 O 5.408 -3.273 2.397
36 C 3.728 -1.771 1.724
37 C 3.290 -2.472 0.625
38 N 2.281 -1.770 0.091
39 N 2.025 -0.650 0.782
40 C 2.883 -0.642 1.781
41 C 2.748 0.465 2.790
42 O 3.673 0.562 3.628
43 O 1.697 1.145 2.724
44 H 4.565 -0.585 3.598
45 H 3.639 -3.405 0.211
46 H 1.622 -2.035 -0.626
47 C -2.996 3.110 -3.340
48 O -1.812 2.375 -3.657
49 C -1.220 1.807 -2.596
50 O -1.732 1.826 -1.479
51 N -0.047 1.267 -2.922
52 N 0.549 0.415 -1.992
53 H -3.330 3.535 -4.281
54 H -2.784 3.902 -2.625
55 H -3.763 2.458 -2.928
56 H 0.234 1.232 -3.891
57 H 1.559 0.532 -2.108
58 H 0.203 -0.533 -2.139
59 C -5.049 1.547 3.963
60 C -3.695 2.201 4.257
61 C -3.177 1.711 5.617
62 C -3.860 3.728 4.302
63 C -2.734 1.838 3.201
64 C -1.936 1.530 2.318
65 H -5.768 1.794 4.752
66 H -4.948 0.461 3.907
67 H -5.443 1.896 3.007
68 H -3.888 1.971 6.409
69 H -2.211 2.163 5.846
70 H -3.044 0.626 5.609
71 H -4.584 4.008 5.075
72 H -4.210 4.101 3.338
73 H -2.906 4.210 4.520
74 C 3.241 3.571 0.665
75 C 2.132 4.004 -0.267
76 C 1.977 5.507 -0.279
77 C 0.895 3.107 -0.442
78 C 1.973 3.252 -1.567
79 C 2.941 2.122 -1.881
80 C 3.260 1.753 -3.164
81 C 2.742 2.378 -4.326
82 C 1.925 3.531 -4.079
83 C 1.577 3.975 -2.838
84 H 3.125 4.022 1.659
85 H 4.220 3.865 0.265
86 H 3.262 2.492 0.815
87 H 1.842 5.881 0.747
88 H 1.114 5.829 -0.864
89 H 2.865 6.000 -0.700
90 H 0.035 3.739 -0.710
91 H 3.380 1.570 -1.054
92 H 3.953 0.919 -3.289
93 H 3.025 2.067 -5.325
94 H 1.537 4.084 -4.934
95 H 0.900 4.822 -2.751

***

Entry 8:
Formula: C20H28NO3OsP
Source: the OMol25 dataset
Level of theory: the ωB97M-V functional and the def2-TZVPD basis

Computed properties:
- E_HOMO (spin up / spin down): -13.378 / -13.253 eV
- LUMO (spin up / spin down): -7.16 / -10.33 eV
- Gap between HOMO and LUMO (spin up / spin down): 6.22 / 2.92 eV
- Expectation value of S²: 6.02
- Multiplicity: 5
- Charge: +2

Positions of all 54 atoms, in Å:
1 C 0.749 3.032 -3.184
2 C -0.508 2.523 -2.904
3 C -0.689 1.484 -1.981
4 C 0.453 0.998 -1.322
5 C 1.744 1.495 -1.618
6 C 1.875 2.545 -2.526
7 C -2.077 1.003 -1.665
8 C -2.303 -0.473 -1.267
9 N -2.244 -1.423 -2.304
10 Os 0.318 -0.250 0.334
11 C 2.910 0.843 -0.926
12 P 2.257 -0.857 -0.385
13 H -1.404 2.914 -3.388
14 H 2.874 2.923 -2.710
15 H 0.861 3.825 -3.922
16 H 3.218 1.372 -0.006
17 H 3.803 0.706 -1.558
18 H -2.479 1.585 -0.815
19 H -2.737 1.240 -2.519
20 H -1.587 -0.776 -0.441
21 C 3.592 -1.663 0.548
22 C 2.341 -1.712 -2.007
23 H -3.305 -0.553 -0.800
24 C -1.306 -1.378 -3.379
25 C -2.954 -2.652 -2.124
26 H 1.016 -1.141 1.528
27 H -1.743 -1.947 -4.217
28 H -1.086 -0.356 -3.695
29 H -0.353 -1.866 -3.120
30 H -3.154 -3.086 -3.115
31 H -2.371 -3.378 -1.540
32 H -3.888 -2.456 -1.579
33 H 3.372 -1.709 -2.379
34 H 1.989 -2.736 -1.879
35 H 1.689 -1.231 -2.734
36 H 4.549 -1.582 0.012
37 H 3.673 -1.207 1.540
38 H 3.318 -2.717 0.687
39 H -0.009 -1.731 0.974
40 O -0.148 2.679 3.070
41 C -0.315 1.624 3.915
42 C 0.505 1.494 5.037
43 C 0.345 0.410 5.897
44 C -0.665 -0.534 5.677
45 C -1.498 -0.409 4.557
46 C -1.270 0.609 3.643
47 C -1.926 0.629 2.315
48 O -3.137 0.606 2.160
49 O -1.047 0.822 1.327
50 H -0.395 2.365 2.169
51 H 1.277 2.248 5.186
52 H 0.983 0.328 6.784
53 H -0.810 -1.373 6.345
54 H -2.303 -1.102 4.308

***

Entry 9:
Formula: H5OS2
Source: the OMol25 dataset
Level of theory: the ωB97M-V functional and the def2-TZVPD basis

Computed properties:
- Energy relative to the best compared isomer or geometry (same formula, charge and spin): 102.91 kcal/mol
- E_HOMO: -15.464 eV
- LUMO: -10.72 eV
- Gap between HOMO and LUMO: 4.75 eV
- Charge: +1

Positions of all 8 atoms, in Å:
1 O 3.331 0.443 -0.485
2 H 3.477 -0.430 -0.098
3 H 2.415 0.621 -0.658
4 H -1.345 -0.378 0.470
5 S 0.519 0.903 0.303
6 S -2.338 -1.099 -0.086
7 H -0.213 2.000 0.488
8 H -1.600 -2.197 0.089

***

Entry 10:
Formula: C5H7CuO3
Source: the OMol25 dataset
Level of theory: the ωB97M-V functional and the def2-TZVPD basis

Computed properties:
- Energy relative to the best compared isomer or geometry (same formula, charge and spin): 66.31 kcal/mol
- E_HOMO: -8.732 eV
- LUMO: -1.77 eV
- Gap between HOMO and LUMO: 6.96 eV
- Charge: 0

Positions of all 16 atoms, in Å:
1 O 0.785 -1.141 -0.703
2 C -0.319 -1.726 -0.658
3 O -0.983 -2.180 -1.624
4 Cu -2.492 -3.051 -0.330
5 O -1.064 -1.654 0.493
6 C -0.558 -0.821 1.756
7 H 0.398 -1.312 1.995
8 H -0.248 0.153 2.158
9 H -1.501 -0.815 2.320
10 C 0.307 1.998 0.346
11 C 1.010 2.160 -0.783
12 C 1.604 1.657 -1.822
13 H 0.771 2.294 1.293
14 H -0.783 1.945 0.277
15 H 1.552 2.064 -2.831
16 H 1.521 0.430 -1.886